(1)
Formula: C20H19BrN6O6Rh
Source: OMol25
Level of theory: the ωB97M-V functional and the def2-TZVPD basis

XYZ file:
```
53
Properties=species:S:1:pos:R:3
Rh -0.08 0.19 -0.06
C -0.32 1.75 2.66
O -0.58 1.74 1.24
C -0.62 2.95 0.56
C -1.02 4.11 1.15
C -1.07 5.28 0.38
Br -1.62 6.89 1.19
C -0.75 5.25 -0.95
C -0.33 4.05 -1.55
C -0.22 2.87 -0.79
O 0.23 1.75 -1.29
C -0.03 3.99 -2.96
N 0.32 2.89 -3.62
C 0.49 3.19 -4.97
C 0.83 2.40 -6.06
C 0.91 3.03 -7.28
C 0.65 4.40 -7.42
C 0.30 5.19 -6.34
C 0.23 4.55 -5.11
N -0.09 5.01 -3.83
H 0.54 2.39 2.85
H -0.11 0.73 2.94
H -1.22 2.09 3.18
H -1.31 4.15 2.19
H -0.82 6.16 -1.52
H 0.40 2.01 -3.12
H 1.03 1.34 -5.95
H 1.17 2.46 -8.16
H 0.72 4.86 -8.40
H 0.10 6.24 -6.45
H -0.34 5.95 -3.60
N -0.70 -1.39 1.11
N -2.01 -1.00 1.52
C -2.77 -0.34 0.49
O -3.97 -0.37 0.54
O -2.03 0.12 -0.49
H -0.71 -2.21 0.50
H -0.13 -1.60 1.92
H -2.54 -1.75 1.95
C 5.34 1.23 0.73
N 4.20 0.50 0.18
C 4.36 -0.43 -0.80
C 3.33 -1.10 -1.37
C 2.05 -0.78 -0.85
O 0.89 -1.18 -1.27
N 1.92 0.08 0.17
C 2.94 0.84 0.68
O 2.79 1.72 1.50
H 6.25 0.84 0.30
H 5.36 1.12 1.81
H 5.25 2.29 0.50
H 5.38 -0.59 -1.12
H 3.46 -1.81 -2.17
```

The HOMO energy comes out at -11.0 eV. For the strongest force on any atom, the calculation gives 0.023 Eh/bohr. The calculation puts the HOMO-LUMO gap at 7.863 eV. The total charge is +1. The calculation puts the LUMO energy at -3.1 eV. Its relative energy (zero: lowest compared OMol25 entry of this formula, charge and spin) is 0.000 eV.

=====

(2)
Formula: C20H19CdOP
Source: OMol25
Level of theory: the ωB97M-V functional and the def2-TZVPD basis

XYZ file:
```
42
Properties=species:S:1:pos:R:3
Cd 0.14 -0.19 -1.32
C -0.97 -1.87 -1.98
H -1.25 -2.48 -1.11
H -1.86 -1.53 -2.52
H -0.31 -2.46 -2.64
H 1.61 2.15 -0.45
H 1.62 2.48 -1.09
O 2.83 -0.42 -0.25
C 1.77 -0.80 0.16
C 1.48 -1.71 1.28
C 1.98 -3.01 1.28
C 1.71 -3.84 2.37
C 0.84 -3.41 3.38
C 0.29 -2.13 3.36
C 0.71 -1.21 2.38
P 0.63 0.59 2.59
C 0.30 0.86 4.36
C -1.01 0.81 4.88
C -1.24 1.16 6.22
C -0.17 1.55 7.03
C 1.14 1.53 6.54
C 1.38 1.17 5.21
C -0.75 1.54 1.80
C -0.59 2.94 1.72
C -1.52 3.72 1.03
C -2.65 3.11 0.46
C -2.85 1.74 0.61
C -1.91 0.95 1.28
H 2.59 -3.35 0.44
H 2.17 -4.83 2.41
H 0.58 -4.10 4.19
H -0.43 -1.82 4.13
H -1.84 0.53 4.24
H -2.25 1.13 6.61
H -0.36 1.85 8.06
H 1.97 1.81 7.18
H 2.39 1.15 4.81
H 0.29 3.40 2.18
H -1.36 4.79 0.94
H -3.37 3.73 -0.08
H -3.75 1.28 0.19
H -2.07 -0.13 1.37
```

The HOMO energy comes out at -6.8 eV. For the strongest force on any atom, the calculation gives 0.052 Eh/bohr. The calculation puts the HOMO-LUMO gap at 6.435 eV. The calculation puts the LUMO energy at -0.4 eV. Its relative energy (zero: lowest compared OMol25 entry of this formula, charge and spin) is 0.000 eV.

=====

(3)
Formula: C20H19ClN4O4S2
Source: OMol25
Level of theory: the ωB97M-V functional and the def2-TZVPD basis

XYZ file:
```
50
Properties=species:S:1:pos:R:3
C 0.35 2.75 3.17
C 0.08 2.99 1.91
C -0.17 1.95 0.85
N 0.00 0.61 1.31
C -0.96 -0.19 1.87
S -2.64 0.28 1.94
C -3.25 -0.95 0.69
C -2.40 -0.79 -0.52
C -1.40 -1.67 -0.81
C -1.06 -2.93 -0.15
O -1.81 -3.59 0.53
O 0.21 -3.27 -0.42
C 0.72 -4.40 0.28
S -0.38 -1.12 -2.12
C -1.33 0.32 -2.28
N -1.02 1.28 -3.16
C -2.38 0.36 -1.36
C -3.30 1.48 -1.38
O -3.17 2.45 -2.11
O -4.32 1.38 -0.52
C -5.23 2.46 -0.49
N -0.47 -1.36 2.17
N 0.81 -1.36 1.81
C 1.11 -0.19 1.30
C 2.41 0.14 0.74
C 3.00 1.39 0.89
C 4.23 1.65 0.33
C 4.88 0.65 -0.38
Cl 6.43 0.98 -1.09
C 4.32 -0.61 -0.53
C 3.08 -0.86 0.03
H 0.51 3.54 3.88
H 0.44 1.75 3.56
H -0.01 4.01 1.54
H -1.20 2.06 0.49
H 0.50 2.12 0.00
H -4.29 -0.69 0.53
H -3.14 -1.94 1.13
H 0.96 -4.10 1.31
H -0.03 -5.19 0.31
H 1.61 -4.72 -0.25
H -0.37 1.10 -3.90
H -1.70 2.04 -3.22
H -5.92 2.25 0.32
H -4.71 3.40 -0.32
H -5.77 2.53 -1.44
H 2.51 2.16 1.47
H 4.69 2.62 0.44
H 4.84 -1.37 -1.08
H 2.62 -1.83 -0.07
```

The HOMO energy comes out at -8.3 eV. For the strongest force on any atom, the calculation gives 0.023 Eh/bohr. The calculation puts the HOMO-LUMO gap at 8.624 eV. The calculation puts the LUMO energy at 0.3 eV. As for the SMILES: C=CCn1c(SCc2c(C(=O)OC)sc(N)c2C(=O)OC)nnc1-c1ccc(Cl)cc1. Its relative energy (zero: lowest compared OMol25 entry of this formula, charge and spin) is 0.000 eV.

=====

(4)
Formula: C20H19FN2O3S
Source: OMol25
Level of theory: the ωB97M-V functional and the def2-TZVPD basis

XYZ file:
```
46
Properties=species:S:1:pos:R:3
C -0.94 -3.70 -0.26
N -0.73 -2.64 0.70
C 0.54 -2.57 1.41
C 1.57 -1.71 0.71
C 1.98 -0.51 1.28
C 2.96 0.26 0.68
C 3.53 -0.14 -0.52
C 3.08 -1.32 -1.09
F 3.61 -1.72 -2.27
C 2.12 -2.11 -0.50
C -1.63 -1.66 0.92
O -1.41 -0.73 1.67
C -2.99 -1.81 0.24
N -3.79 -0.63 0.44
S -3.64 0.50 -0.79
O -4.54 1.56 -0.47
O -3.81 -0.23 -2.02
C -1.96 1.12 -0.73
C -1.02 0.62 -1.64
C 0.24 1.15 -1.66
C 0.59 2.19 -0.77
C 1.86 2.80 -0.82
C 2.19 3.80 0.06
C 1.26 4.24 1.01
C 0.01 3.68 1.06
C -0.36 2.66 0.17
C -1.65 2.10 0.16
H -0.94 -3.31 -1.29
H -0.14 -4.43 -0.17
H -1.89 -4.20 -0.08
H 0.92 -3.58 1.53
H 0.33 -2.14 2.39
H 1.53 -0.18 2.21
H 3.29 1.18 1.14
H 4.30 0.43 -1.00
H 1.82 -3.03 -0.98
H -2.90 -1.96 -0.83
H -3.51 -2.68 0.67
H -3.62 -0.20 1.34
H -1.34 -0.15 -2.33
H 0.97 0.79 -2.36
H 2.58 2.46 -1.56
H 3.16 4.27 0.01
H 1.53 5.03 1.69
H -0.72 4.03 1.79
H -2.41 2.46 0.84
```

The HOMO energy comes out at -8.6 eV. For the strongest force on any atom, the calculation gives 0.018 Eh/bohr. The calculation puts the HOMO-LUMO gap at 8.671 eV. The calculation puts the LUMO energy at 0.1 eV. As for the SMILES: CN(Cc1cccc(F)c1)C(=O)CNS(=O)(=O)c1ccc2ccccc2c1. Its relative energy (zero: lowest compared OMol25 entry of this formula, charge and spin) is 0.430 eV.

=====

(5)
Formula: C20H19FN4O2S
Source: OMol25
Level of theory: the ωB97M-V functional and the def2-TZVPD basis

XYZ file:
```
47
Properties=species:S:1:pos:R:3
O -0.80 -1.57 -2.08
C -0.89 -2.21 -1.05
C -2.20 -2.93 -0.74
S -3.10 -2.07 0.60
C -3.34 -0.57 -0.22
N -3.70 -0.37 -1.44
N -3.70 0.96 -1.63
C -3.35 1.51 -0.52
C -3.16 2.96 -0.22
N -2.02 3.22 0.62
C -0.74 2.84 0.26
C -0.40 2.46 -1.04
C 0.91 2.20 -1.38
C 1.90 2.34 -0.42
F 3.19 2.16 -0.76
C 1.59 2.68 0.89
C 0.27 2.92 1.22
O -3.11 0.59 0.44
N 0.13 -2.34 -0.16
C -0.01 -2.82 1.20
C 0.12 -1.63 2.14
C 1.54 -1.08 2.05
C 2.09 -1.15 0.65
C 3.36 -0.64 0.40
C 3.92 -0.69 -0.86
C 3.21 -1.26 -1.90
C 1.96 -1.79 -1.67
C 1.39 -1.74 -0.41
H -2.06 -3.96 -0.42
H -2.83 -2.88 -1.63
H -4.06 3.35 0.28
H -3.06 3.49 -1.18
H -2.20 3.16 1.61
H -1.16 2.35 -1.80
H 1.18 1.91 -2.38
H 2.37 2.76 1.62
H 0.01 3.19 2.24
H -0.96 -3.33 1.35
H 0.80 -3.53 1.39
H -0.12 -1.92 3.17
H -0.60 -0.86 1.84
H 1.57 -0.04 2.39
H 2.20 -1.66 2.71
H 3.90 -0.19 1.22
H 4.90 -0.27 -1.02
H 3.64 -1.31 -2.89
H 1.41 -2.25 -2.48
```

The HOMO energy comes out at -8.0 eV. For the strongest force on any atom, the calculation gives 0.033 Eh/bohr. The calculation puts the HOMO-LUMO gap at 8.463 eV. The calculation puts the LUMO energy at 0.5 eV. As for the SMILES: O=C(CSc1nnc(CNc2ccc(F)cc2)o1)N1CCCc2ccccc21. Its relative energy (zero: lowest compared OMol25 entry of this formula, charge and spin) is 1.760 eV.

=====

(6)
Formula: C20H19GaN2O7S
Source: OMol25
Level of theory: the ωB97M-V functional and the def2-TZVPD basis

XYZ file:
```
50
Properties=species:S:1:pos:R:3
O -1.31 -4.20 2.85
C -1.65 -4.21 1.63
O -1.66 -5.37 0.98
Ga -2.15 -2.42 0.72
S -2.01 -2.55 -1.59
C -4.00 -1.84 1.43
O -5.06 -1.75 0.38
C -5.84 -2.89 0.57
C -6.94 -2.87 1.53
C -7.70 -4.11 1.71
C -7.32 -5.27 0.93
C -6.23 -5.29 -0.04
C -5.47 -4.06 -0.22
H -1.08 -1.31 1.23
H -0.98 -3.42 -1.86
H -3.97 -0.85 1.97
H -4.32 -2.60 2.20
H -7.18 -1.96 2.13
H -8.52 -4.14 2.45
H -7.88 -6.24 1.07
H -5.92 -6.17 -0.63
H -4.60 -3.98 -0.91
C 3.69 -0.99 -2.56
C 3.88 0.31 -2.08
C 2.85 0.95 -1.40
C 1.65 0.29 -1.20
C 1.44 -0.99 -1.68
C 2.47 -1.63 -2.36
N 0.57 0.96 -0.47
O 0.77 2.11 -0.07
O -0.45 0.33 -0.29
H 4.49 -1.49 -3.08
H 4.82 0.81 -2.23
H 3.01 1.96 -1.03
H 0.50 -1.51 -1.53
H 2.33 -2.64 -2.74
C 4.16 7.16 1.08
C 5.40 7.29 0.46
C 6.01 6.18 -0.11
C 5.37 4.95 -0.05
C 4.13 4.81 0.57
C 3.53 5.93 1.14
N 5.99 3.78 -0.67
O 7.09 3.92 -1.19
O 5.38 2.73 -0.62
H 3.68 8.04 1.51
H 5.89 8.26 0.42
H 6.97 6.29 -0.59
H 3.63 3.85 0.62
H 2.56 5.83 1.62
```

The HOMO energy comes out at 0.5 eV. For the strongest force on any atom, the calculation gives 0.068 Eh/bohr. The calculation puts the HOMO-LUMO gap at 1.578 eV. The total charge is -2. The calculation puts the LUMO energy at 2.1 eV.

=====

(7)
Formula: C20H19IrN3S
Source: OMol25
Level of theory: the ωB97M-V functional and the def2-TZVPD basis

XYZ file:
```
44
Properties=species:S:1:pos:R:3
Ir -0.03 0.69 -0.15
N 2.04 0.47 1.34
C 3.17 0.01 0.64
C 4.36 0.73 0.70
C 5.49 0.22 0.11
C 5.46 -1.02 -0.56
C 4.29 -1.71 -0.65
C 3.09 -1.20 -0.09
C 1.85 -1.90 -0.34
C 1.87 -3.32 -0.41
C 0.76 -4.00 -0.81
C -0.39 -3.30 -1.23
C -0.42 -1.92 -1.19
C 0.65 -1.18 -0.66
H 2.23 1.32 1.85
H 1.61 -0.22 1.95
H 4.40 1.66 1.26
H 6.42 0.77 0.19
H 6.36 -1.40 -1.02
H 4.26 -2.63 -1.22
H 2.77 -3.85 -0.14
H 0.77 -5.08 -0.84
H -1.25 -3.85 -1.58
H -1.31 -1.41 -1.56
S 0.24 3.15 0.52
C -1.14 3.31 -0.48
C -1.86 4.49 -0.67
C -2.93 4.46 -1.55
C -3.24 3.28 -2.20
C -2.48 2.13 -1.95
N -1.46 2.15 -1.10
H -1.57 5.39 -0.15
H -3.51 5.35 -1.73
H -4.06 3.23 -2.91
H -2.70 1.19 -2.44
C -4.68 -0.83 1.71
C -3.51 -0.73 2.70
C -2.28 -0.25 2.04
N -1.32 0.13 1.55
H -5.53 -1.27 2.21
H -4.42 -1.47 0.86
H -4.96 0.15 1.34
H -3.28 -1.70 3.15
H -3.74 -0.04 3.51
```

The HOMO energy (alpha / beta) comes out at -13.8 / -14.6 eV. For the strongest force on any atom, the calculation gives 0.013 Eh/bohr. The calculation puts the HOMO-LUMO gap (alpha / beta) at 8.102 / 5.303 eV. The total charge is +2. Its spin multiplicity is 6. The calculation puts the LUMO energy (alpha / beta) at -5.7 / -9.3 eV. Its relative energy (zero: lowest compared OMol25 entry of this formula, charge and spin) is 0.630 eV.

=====

(8)
Formula: C20H19IrN5O4S2
Source: OMol25
Level of theory: the ωB97M-V functional and the def2-TZVPD basis

XYZ file:
```
51
Properties=species:S:1:pos:R:3
Ir 0.54 0.25 0.28
N 2.69 -0.76 0.48
C 3.18 -0.59 1.83
C 4.52 -0.65 2.14
C 4.95 -0.53 3.47
C 4.04 -0.34 4.48
C 2.67 -0.24 4.20
C 1.69 -0.02 5.19
C 0.39 0.17 4.82
C 0.05 0.13 3.46
N 0.93 -0.13 2.52
C 2.23 -0.33 2.85
H 3.43 -0.54 -0.19
H 2.45 -1.74 0.34
H 5.26 -0.80 1.36
H 6.00 -0.59 3.69
H 4.36 -0.25 5.51
H 1.99 0.00 6.23
H -0.38 0.36 5.56
H -0.96 0.31 3.14
C 3.52 3.18 0.53
O 2.13 3.35 0.82
C 1.29 2.38 0.65
O 0.09 2.46 0.94
H 3.92 4.18 0.40
H 3.66 2.60 -0.39
H 4.02 2.69 1.37
N -4.01 -2.30 -6.25
C -3.50 -1.44 -5.36
C -2.11 -1.21 -5.29
C -1.59 -0.31 -4.39
C -2.46 0.37 -3.53
C -3.83 0.16 -3.57
C -4.36 -0.74 -4.47
S -1.80 1.47 -2.28
O -2.89 2.08 -1.59
O -0.68 2.21 -2.75
N -1.15 0.33 -1.20
C -1.96 -0.25 -0.36
S -3.71 -0.16 -0.33
C -3.70 -1.22 1.00
C -2.41 -1.56 1.36
N -1.45 -1.03 0.61
H -3.42 -2.76 -6.92
H -5.01 -2.43 -6.33
H -1.45 -1.75 -5.96
H -0.54 -0.10 -4.33
H -4.47 0.73 -2.91
H -5.42 -0.91 -4.51
H -4.60 -1.54 1.49
H -2.15 -2.22 2.17
```

The HOMO energy (alpha / beta) comes out at -13.2 / -12.9 eV. For the strongest force on any atom, the calculation gives 0.083 Eh/bohr. The calculation puts the HOMO-LUMO gap (alpha / beta) at 6.683 / 3.749 eV. The total charge is +2. Its spin multiplicity is 2. The calculation puts the LUMO energy (alpha / beta) at -6.5 / -9.2 eV. Its relative energy (zero: lowest compared OMol25 entry of this formula, charge and spin) is 5.073 eV.

=====

(9)
Formula: C20H19N2O5S2
Source: OMol25
Level of theory: the ωB97M-V functional and the def2-TZVPD basis

XYZ file:
```
48
Properties=species:S:1:pos:R:3
C 4.51 -0.90 -2.01
C 4.14 -1.89 -0.98
N 4.98 -2.90 -0.59
C 4.29 -3.61 0.34
C 4.84 -4.81 1.03
C 3.00 -3.00 0.50
N 2.94 -1.92 -0.32
H 3.67 -0.22 -2.17
H 5.39 -0.34 -1.69
H 4.76 -1.41 -2.95
H 4.10 -5.21 1.73
H 5.10 -5.59 0.31
H 5.75 -4.55 1.61
H 2.22 -3.36 1.16
C -1.64 3.51 5.44
O -0.66 3.82 4.42
C -0.52 2.90 3.42
C -1.28 1.70 3.35
C -1.10 0.85 2.27
C -0.16 1.13 1.25
C -0.02 0.25 0.10
C -1.08 -0.04 -0.70
S -0.90 -0.99 -2.20
O 0.26 -0.55 -2.94
O -1.11 -2.39 -1.91
C -2.38 -0.32 -2.97
C -3.23 0.41 -2.16
C -4.37 1.02 -2.68
C -4.65 0.86 -4.03
C -3.80 0.11 -4.86
C -2.65 -0.49 -4.33
S -2.71 0.62 -0.44
O -3.47 -0.29 0.40
O -2.69 2.04 -0.16
C 0.61 2.31 1.37
C 0.43 3.19 2.41
H -1.58 4.33 6.15
H -2.64 3.45 4.99
H -1.39 2.56 5.93
H -2.03 1.46 4.11
H -1.67 -0.07 2.23
H 0.94 -0.17 -0.17
H -5.01 1.60 -2.01
H -5.54 1.33 -4.45
H -4.02 -0.02 -5.91
H -1.97 -1.08 -4.94
H 1.32 2.54 0.57
H 1.00 4.12 2.49
```

The HOMO energy comes out at -2.6 eV. For the strongest force on any atom, the calculation gives 0.071 Eh/bohr. The calculation puts the HOMO-LUMO gap at 4.574 eV. The total charge is -1. The calculation puts the LUMO energy at 1.9 eV. Its relative energy (zero: lowest compared OMol25 entry of this formula, charge and spin) is 0.000 eV.

=====

(10)
Formula: C20H19N5O2S
Source: OMol25
Level of theory: the ωB97M-V functional and the def2-TZVPD basis

XYZ file:
```
47
Properties=species:S:1:pos:R:3
C -5.39 -0.93 -0.79
O -4.43 -1.66 -0.06
C -3.44 -2.28 -0.84
C -2.30 -1.33 -1.25
N -1.59 -0.88 -0.09
C -0.54 -1.53 0.51
S 0.22 -2.93 -0.17
C 1.89 -2.55 0.45
C 2.38 -1.24 -0.19
O 1.72 -0.67 -1.02
C 3.66 -0.78 0.30
C 4.46 -1.34 1.27
N 5.58 -0.60 1.44
C 5.55 0.47 0.58
C 6.47 1.50 0.39
C 6.16 2.45 -0.56
C 4.98 2.38 -1.30
C 4.07 1.37 -1.11
C 4.35 0.40 -0.16
N -0.20 -0.93 1.62
N -1.04 0.10 1.80
C -1.87 0.14 0.79
C -2.93 1.12 0.62
C -3.07 1.86 -0.56
C -4.11 2.76 -0.64
N -4.98 2.97 0.33
C -4.83 2.29 1.45
C -3.82 1.36 1.66
H -6.11 -0.57 -0.06
H -4.96 -0.08 -1.32
H -5.90 -1.58 -1.51
H -3.03 -3.08 -0.22
H -3.88 -2.72 -1.75
H -1.60 -1.86 -1.90
H -2.70 -0.46 -1.78
H 2.53 -3.38 0.17
H 1.83 -2.45 1.53
H 4.30 -2.22 1.86
H 6.31 -0.79 2.10
H 7.38 1.54 0.96
H 6.85 3.26 -0.74
H 4.78 3.15 -2.03
H 3.15 1.32 -1.68
H -2.37 1.75 -1.37
H -4.26 3.35 -1.54
H -5.56 2.50 2.23
H -3.73 0.82 2.58
```

The HOMO energy comes out at -8.3 eV. For the strongest force on any atom, the calculation gives 0.025 Eh/bohr. The calculation puts the HOMO-LUMO gap at 8.805 eV. The calculation puts the LUMO energy at 0.5 eV. As for the SMILES: COCCn1c(SCC(=O)c2c[nH]c3ccccc23)nnc1-c1ccncc1. Its relative energy (zero: lowest compared OMol25 entry of this formula, charge and spin) is 1.199 eV.

=====

no.,energy (Eh)
1,-4237.9723
2,-1357.6917
3,-2550.1149
4,-1606.8384
5,-1641.0935
6,-3732.4346
7,-1439.6210
8,-2248.3085
9,-2055.5693
10,-1595.9754